Below is a structure of composition C16H52BBaN4O24P4 at a distorted geometry, with properties calculated with ωB97M-V/def2-TZVPD.

Results
Kohn-Sham gap, eV: 4.5289

```
! wB97M-V def2-TZVPD RIJCOSX def2/J DEFGRID3
* xyz 1 1
Ba 0.2462 2.3393 1.9195
B -2.2943 -0.8306 0.0699
H -2.6116 0.0939 -0.3871
H -1.2455 -0.8577 -0.1822
H -2.4613 -0.7293 1.1310
H -2.8996 -1.6423 -0.3028
C -4.5350 -1.8706 -5.9876
N -4.9738 -1.7557 -7.4244
O -5.8369 -0.8768 -7.6310
O -4.5529 -2.5484 -8.2495
H -4.2718 -2.9031 -5.7581
H -5.4054 -1.5686 -5.4052
H -3.5932 -1.3502 -5.8136
C -7.7400 0.3234 0.6399
N -7.9670 -1.1037 0.7864
O -7.9011 -1.5632 1.9029
O -8.2221 -1.7770 -0.2128
H -6.7992 0.4793 1.1679
H -8.6467 0.7954 1.0183
H -7.5827 0.4747 -0.4280
C -4.6764 -6.8485 1.9222
N -4.2458 -8.1984 2.4826
O -4.0876 -8.3233 3.7007
O -4.3136 -9.1465 1.6564
H -4.0374 -6.6755 1.0564
H -4.4445 -6.0688 2.6477
H -5.7251 -6.8363 1.6250
C 0.1921 -6.5717 -2.6124
N 1.2610 -7.1797 -1.8067
O 2.4494 -7.0152 -2.1578
O 0.8289 -8.0997 -1.0965
H 0.6979 -6.1011 -3.4555
H -0.4092 -5.8344 -2.0805
H -0.4720 -7.4181 -2.7874
C -2.0855 -3.2516 7.0687
O -1.0164 -3.1364 8.0228
P 0.3794 -2.5344 7.4813
O 0.2873 -1.4965 6.4410
O 1.1015 -3.9336 6.9457
C 0.8164 -4.4865 5.6547
O 1.2086 -2.1665 8.8282
C 1.6494 -3.1898 9.7914
H -2.3892 -4.2848 6.9003
H -1.8966 -2.7776 6.1056
H -2.9232 -2.6589 7.4362
H 0.4037 -5.4853 5.7965
H 1.7328 -4.6691 5.0933
H 0.1576 -3.8489 5.0651
H 2.6995 -3.1259 10.0768
H 1.4025 -4.2038 9.4768
H 1.1273 -3.0946 10.7435
C 7.1569 -1.1026 4.7571
O 7.7253 -0.8791 3.4875
P 6.8263 -1.2142 2.1378
O 5.3411 -0.9126 2.1164
O 7.1863 -2.7727 1.7625
C 8.5243 -3.1636 1.4968
O 7.5471 -0.3275 0.9735
C 7.8258 1.0414 1.1658
H 7.1903 -0.1369 5.2614
H 7.8304 -1.7194 5.3520
H 6.1908 -1.6073 4.7511
H 9.2021 -2.3100 1.4836
H 8.7195 -3.7146 0.5768
H 8.7081 -3.9356 2.2439
H 7.4474 1.6393 0.3367
H 8.9038 1.1738 1.0740
H 7.4986 1.4144 2.1364
C -4.4345 8.2097 -3.9674
O -4.2855 7.4367 -2.7982
P -3.4333 8.0506 -1.4960
O -2.8831 6.9326 -0.6043
O -2.2324 8.9612 -2.1630
C -0.8656 8.9085 -1.6909
O -4.4222 9.1519 -0.8089
C -4.0484 9.7960 0.3861
H -3.5793 8.8761 -4.0791
H -5.2752 8.8777 -3.7799
H -4.5590 7.5708 -4.8418
H -0.1718 8.4391 -2.3884
H -0.6896 8.5646 -0.6717
H -0.6099 9.9673 -1.7299
H -4.2151 10.8604 0.2204
H -2.9675 9.7305 0.5098
H -4.4772 9.3053 1.2599
C 3.0927 0.2188 -4.8810
O 3.7883 1.3936 -5.0549
P 2.9295 2.7722 -5.0344
O 2.3719 3.1320 -3.6884
O 3.9237 3.9341 -5.6576
C 4.4157 3.9375 -6.9818
O 1.8444 2.6177 -6.1950
C 0.7909 3.5603 -6.3420
H 2.0045 0.2669 -4.9227
H 3.2689 -0.2132 -3.8959
H 3.3753 -0.5228 -5.6281
H 4.0151 4.7882 -7.5331
H 4.2649 2.9512 -7.4206
H 5.4970 4.0704 -6.9465
H -0.1158 3.1255 -5.9215
H 0.5995 3.8511 -7.3749
H 0.8801 4.5376 -5.8675
*
```

Atomic partial charges in e from the Löwdin method, atoms 1 to 99: atom 1 (Ba): 1.861, atom 2 (B): -0.437, atom 3 (H): -0.117, atom 4 (H): -0.119, atom 5 (H): -0.118, atom 6 (H): -0.084, atom 7 (C): 0.038, atom 8 (N): -0.422, atom 9 (O): 0.033, atom 10 (O): 0.066, atom 11 (H): 0.091, atom 12 (H): 0.097, atom 13 (H): 0.097, atom 14 (C): 0.034, atom 15 (N): -0.467, atom 16 (O): 0.062, atom 17 (O): 0.056, atom 18 (H): 0.104, atom 19 (H): 0.111, atom 20 (H): 0.100, atom 21 (C): 0.042, atom 22 (N): -0.399, atom 23 (O): 0.049, atom 24 (O): 0.030, atom 25 (H): 0.090, atom 26 (H): 0.087, atom 27 (H): 0.100, atom 28 (C): 0.025, atom 29 (N): -0.412, atom 30 (O): 0.044, atom 31 (O): 0.042, atom 32 (H): 0.098, atom 33 (H): 0.099, atom 34 (H): 0.104, atom 35 (C): -0.104, atom 36 (O): -0.217, atom 37 (P): 0.459, atom 38 (O): -0.265, atom 39 (O): -0.252, atom 40 (C): -0.102, atom 41 (O): -0.214, atom 42 (C): -0.070, atom 43 (H): 0.096, atom 44 (H): 0.074, atom 45 (H): 0.089, atom 46 (H): 0.091, atom 47 (H): 0.085, atom 48 (H): 0.078, atom 49 (H): 0.088, atom 50 (H): 0.082, atom 51 (H): 0.085, atom 52 (C): -0.118, atom 53 (O): -0.239, atom 54 (P): 0.525, atom 55 (O): -0.288, atom 56 (O): -0.218, atom 57 (C): -0.109, atom 58 (O): -0.232, atom 59 (C): -0.118, atom 60 (H): 0.090, atom 61 (H): 0.089, atom 62 (H): 0.090, atom 63 (H): 0.085, atom 64 (H): 0.090, atom 65 (H): 0.093, atom 66 (H): 0.088, atom 67 (H): 0.091, atom 68 (H): 0.084, atom 69 (C): -0.119, atom 70 (O): -0.225, atom 71 (P): 0.563, atom 72 (O): -0.311, atom 73 (O): -0.255, atom 74 (C): -0.096, atom 75 (O): -0.232, atom 76 (C): -0.108, atom 77 (H): 0.075, atom 78 (H): 0.092, atom 79 (H): 0.097, atom 80 (H): 0.087, atom 81 (H): 0.078, atom 82 (H): 0.087, atom 83 (H): 0.101, atom 84 (H): 0.073, atom 85 (H): 0.098, atom 86 (C): -0.154, atom 87 (O): -0.195, atom 88 (P): 0.474, atom 89 (O): -0.276, atom 90 (O): -0.233, atom 91 (C): -0.108, atom 92 (O): -0.224, atom 93 (C): -0.102, atom 94 (H): 0.087, atom 95 (H): 0.092, atom 96 (H): 0.098, atom 97 (H): 0.094, atom 98 (H): 0.088, atom 99 (H): 0.089